4 unconnected molecules or ions with the total composition C3H13NO4 in a non-equilibrium geometry. Source: the Open Molecules 2025 dataset; level of theory: ωB97M-V/def2-TZVPD.

```
21
Properties=species:S:1:pos:R:3:forces:R:3:lowdin_charge:R:1
C -0.116316 1.402510 2.313510 0.549 -1.407 0.215 -0.125
N 1.069298 0.636255 1.830980 0.559 1.761 -1.341 -0.142
C 0.685238 -0.288464 0.753323 2.779 -0.098 1.190 -0.238
C -0.165146 -1.389319 1.299877 0.686 -1.796 -3.802 -0.156
O -0.265172 -2.385071 0.533878 -0.788 2.004 3.286 -0.015
H -0.847828 0.626892 2.661192 0.362 1.036 -0.242 0.065
H 0.285633 1.865872 3.210966 -0.652 0.744 -0.062 0.075
H -0.617420 2.058537 1.566804 0.445 -0.167 0.535 0.088
H 1.810830 1.327714 1.438689 -1.775 -1.594 0.944 0.145
H 1.676684 -0.732837 0.378286 -1.619 0.363 0.289 0.158
H 0.218047 0.192165 -0.078604 -0.577 0.304 -0.632 0.067
H -0.642210 -1.147518 2.267214 -0.118 -1.216 -0.152 0.116
O 0.384160 -2.011529 -2.246731 -4.006 0.088 1.616 -0.085
H -0.314281 -2.314279 -1.513756 2.350 0.967 -2.136 0.105
H 1.141609 -2.487835 -1.995792 1.657 -0.961 0.518 0.013
O -2.626439 1.167503 -1.581192 4.422 -1.916 -0.583 -0.152
H -2.358426 0.426613 -2.242043 -1.236 1.746 1.359 0.068
H -1.640561 1.273085 -1.221396 -3.075 0.187 -0.834 0.063
O 0.881937 0.813009 -2.129785 0.147 2.112 -3.034 -0.110
H 0.872837 1.046965 -3.143477 0.030 -0.708 3.075 0.113
H 0.567535 -0.080268 -2.101947 -0.140 -1.447 -0.208 -0.053
```
Forces are in eV/Å.

Summary:
SMILES = CNCC=O.O.O.O
Net charge = 0
Relative energy (zero: lowest compared OMol25 entry of this formula, charge and spin) = 3.1158 eV



12 unconnected molecules or ions with the total composition C2H27O12 in a non-equilibrium geometry. Source: the Open Molecules 2025 dataset; level of theory: ωB97M-V/def2-TZVPD.

```
41
Properties=species:S:1:pos:R:3:forces:R:3:lowdin_charge:R:1
C 0.253463 -0.766268 1.638561 -1.397 1.414 0.452 -0.062
C -0.763537 -0.196268 0.587561 2.417 -1.141 0.195 -0.355
O 0.138463 0.351732 -0.321439 -0.326 0.060 -0.525 -0.436
H -0.306537 -1.209268 2.420561 -0.274 -1.355 1.003 0.047
H 0.579463 0.163732 2.130561 0.708 -0.404 -0.250 0.073
H 1.105463 -1.374268 1.267561 -0.869 0.368 0.040 0.068
H -1.369537 0.589732 1.036561 -0.363 -0.088 0.458 0.094
H -1.433537 -0.952268 0.132561 0.081 0.209 0.241 0.101
O 1.661463 2.458732 0.974561 1.154 1.247 1.916 -0.042
H 1.092463 1.730732 0.833561 -1.077 -1.412 -0.893 -0.046
H 1.927463 2.771732 0.125561 0.009 0.101 -1.199 0.008
O 1.392463 1.865732 -2.073439 -1.024 1.682 0.268 -0.063
H 1.830463 1.051732 -2.196439 1.164 -1.314 -0.468 -0.027
H 0.665463 1.549732 -1.498439 0.159 0.510 -0.297 -0.009
O -1.570537 2.436732 -0.638439 -1.130 1.382 0.160 -0.063
H -1.877537 2.840732 0.196561 0.239 -0.259 -0.633 -0.001
H -0.961537 1.749732 -0.395439 0.882 -0.612 0.054 -0.049
O 4.339463 -2.014268 -0.108439 0.220 0.185 -0.090 -0.075
H 4.052463 -2.774268 0.389561 0.005 -0.321 0.170 0.011
H 3.528463 -1.551268 -0.401439 0.164 -0.536 -0.337 -0.026
O 0.188463 -2.367268 -1.322439 -1.047 -1.657 0.886 -0.005
H 0.202463 -1.630268 -0.732439 -0.086 1.183 0.557 -0.024
H 0.864463 -2.180268 -1.928439 1.353 0.334 -1.530 0.035
O -2.597537 3.360732 1.786561 -0.188 1.481 -1.180 -0.008
H -3.511537 3.643732 1.803561 -0.268 0.089 -0.189 0.059
H -2.521537 2.764732 2.489561 0.344 -1.465 1.649 0.020
O 3.592463 -1.785268 2.806561 0.255 -0.890 0.718 -0.029
H 3.032463 -2.162268 2.146561 -0.531 -1.275 -0.558 -0.010
H 3.393463 -0.904268 2.570561 0.212 2.198 0.127 0.011
O 2.533463 -0.399268 -1.136439 0.692 -0.898 -0.273 -0.058
H 3.091463 0.064732 -0.516439 0.236 0.828 0.121 0.063
H 1.655463 -0.349268 -0.722439 -1.014 0.653 0.282 0.001
O -2.466537 -3.035268 -1.221439 -0.866 0.305 0.097 -0.076
H -2.709537 -3.953268 -1.097439 0.469 -0.083 0.101 0.015
H -1.516537 -2.894268 -1.104439 0.126 -0.380 -0.368 -0.022
O -4.413537 0.957732 -0.659439 -0.927 0.224 -0.296 -0.047
H -3.834537 0.585732 -0.008439 0.883 -0.196 0.375 0.006
H -5.071537 0.265732 -0.781439 0.022 0.009 -0.168 0.033
O -1.445537 0.166732 -2.388439 -0.253 -2.343 -1.970 -0.043
H -0.782537 0.195732 -1.710439 0.676 0.456 0.899 -0.058
H -1.967537 0.932732 -2.373439 -0.831 1.710 0.455 -0.011
```
Forces are in eV/Å.

Summary:
Net charge = -1
Relative energy (zero: lowest compared OMol25 entry of this formula, charge and spin) = 2.1310 eV



A gas-phase ion, C2H3O2S2 (charge -1) in a non-equilibrium geometry. Source: the Open Molecules 2025 dataset; level of theory: ωB97M-V/def2-TZVPD.

```
9
Properties=species:S:1:pos:R:3:forces:R:3:lowdin_charge:R:1
C -1.417829 0.280887 -0.351565 -0.032 -0.428 -0.704 -0.037
C -0.412339 -0.380695 0.180506 -1.222 0.171 0.242 -0.380
S 1.273677 0.075923 0.273387 0.176 4.988 -4.886 0.171
O 1.465643 1.282036 -0.983799 -0.651 -4.734 4.433 -0.570
O 1.473899 0.648768 1.575643 0.218 0.534 1.115 -0.468
S 2.077942 -1.641678 0.059088 0.956 -0.871 -0.564 0.166
H -2.392275 -0.102396 -0.501141 -1.011 -1.146 0.846 0.032
H -1.422377 1.135187 -0.944008 1.245 1.804 -0.644 0.031
H -0.646339 -1.298036 0.691890 0.321 -0.318 0.162 0.055
```
Forces are in eV/Å.

Summary:
SMILES = C=CS(=O)(=O)[S-]
Net charge = -1
Relative energy (zero: lowest compared OMol25 entry of this formula, charge and spin) = 2.7303 eV



A single C5H9NO molecule in a non-equilibrium geometry. Source: the Open Molecules 2025 dataset; level of theory: ωB97M-V/def2-TZVPD.

```
16
Properties=species:S:1:pos:R:3:forces:R:3:lowdin_charge:R:1
O 0.296936 1.902513 1.805667 -1.177 -0.272 -0.766 0.046
C -0.490496 1.305703 1.101760 0.001 -0.019 -0.262 -0.226
C -0.274144 -0.116419 0.628628 -1.089 -0.847 -0.375 -0.320
C 1.161318 -0.433167 0.087537 -0.374 4.593 0.769 -0.140
C 1.058829 -0.699274 -1.403348 -1.818 -1.591 -0.659 -0.180
C -0.477401 -1.102474 -1.526064 0.259 -0.345 -2.175 -0.225
N -1.291372 -0.481860 -0.418083 0.506 -2.693 0.528 -0.053
H -1.481567 1.671287 0.650022 0.959 0.373 0.837 0.134
H -0.584817 -0.798308 1.432501 0.838 0.490 0.580 0.140
H 1.729192 0.571044 0.217076 -0.388 -1.984 0.412 0.136
H 1.445631 -1.187648 0.793935 1.245 -0.627 -0.536 0.103
H 1.311938 -0.023666 -2.299464 0.134 -0.382 2.230 0.133
H 1.567218 -1.656796 -1.507258 0.412 0.263 -0.764 0.083
H -0.344960 -2.269517 -1.700930 -1.533 2.135 0.866 0.133
H -0.923986 -0.614725 -2.435103 0.597 -1.062 0.393 0.098
H -1.923171 -1.264971 -0.000605 1.428 1.969 -1.079 0.138
```
Forces are in eV/Å.

Summary:
SMILES = O=C[C@@H]1CCCN1
Net charge = 0
Relative energy (zero: lowest compared OMol25 entry of this formula, charge and spin) = 2.9663 eV



What are the gap between HOMO and LUMO values for these records? In order: 0.36346; 0.31147; 0.29434; 0.36754 Eh.